[1]
ORCA calculation (the ωB97M-V functional and the def2-TZVPD basis) on a 8-piece molecular cluster, C10H36N12O10 overall at a distorted geometry.

Each line ends with the Löwdin charge.
Positions of all 68 atoms, in Å:
N 2.7409 2.3587 2.5945  0.154
C 1.7208 2.0701 1.7364  -0.710
N 1.1502 0.8926 1.9957  0.194
O 1.3966 2.8297 0.8257  -0.018
H 3.2519 3.1708 2.2892  0.097
H 3.1205 1.7700 3.3108  0.099
H 0.5622 0.6155 1.2299  0.061
H 1.3416 0.2557 2.7575  0.073
N -1.3868 2.6381 -3.6038  0.141
C -2.6200 2.0730 -3.7289  -0.706
N -3.4986 2.2966 -2.7174  0.168
O -2.8399 1.4050 -4.7366  0.006
H -1.0333 3.0961 -2.7813  0.088
H -0.7075 2.2539 -4.2364  0.092
H -3.2586 2.9868 -2.0088  0.066
H -4.3198 1.7213 -2.7098  0.109
N -6.0427 -1.3170 0.4920  0.142
C -4.7747 -1.2601 0.9847  -0.691
N -3.9474 -2.2210 0.4732  0.152
O -4.4537 -0.4065 1.7965  0.029
H -6.6742 -0.5583 0.6710  0.101
H -6.3447 -2.1042 -0.0509  0.089
H -4.1626 -2.8323 -0.2912  0.093
H -3.0245 -1.7962 0.4709  0.059
N 0.8102 -0.7205 -0.7311  0.207
C -0.4890 -0.7381 -0.4200  -0.654
N -1.3181 -0.0954 -1.2651  0.199
O -0.9345 -1.1816 0.6582  -0.024
H 1.4155 -1.2757 -0.1471  0.083
H 1.1418 -0.1570 -1.4897  0.083
H -0.9692 0.2397 -2.1461  0.093
H -2.2437 0.1347 -0.9522  0.089
N 2.7119 1.6698 -3.2141  0.163
C 3.2041 0.7140 -2.3639  -0.651
N 3.6215 1.2138 -1.1861  0.197
O 3.0592 -0.5008 -2.5610  -0.004
H 3.1928 2.5516 -3.2308  0.103
H 2.2845 1.2618 -4.0301  0.108
H 3.8638 0.5083 -0.5167  0.096
H 3.6319 2.1980 -0.9937  0.108
N 1.9508 -3.7128 3.8848  0.159
C 1.5163 -2.5943 3.2904  -0.667
N 0.6767 -2.8307 2.2442  0.169
O 1.7105 -1.4527 3.7303  -0.005
H 2.5923 -3.6722 4.6569  0.111
H 1.9212 -4.5516 3.3335  0.096
H 0.3248 -2.0175 1.7534  0.046
H 0.1727 -3.6976 2.2604  0.104
O -1.6770 4.1431 2.3055  -0.053
C -1.8854 2.7836 1.9336  -0.222
C -3.0819 2.6418 0.9674  -0.160
O -2.8697 3.5220 -0.1842  -0.125
H -1.1962 4.5285 1.5668  0.073
H -1.0012 2.3725 1.4404  0.082
H -1.9599 2.2443 2.8767  0.129
H -4.0476 2.9338 1.3721  0.122
H -3.1649 1.6788 0.4642  0.084
H -1.9305 3.7126 -0.2778  0.070
O 3.1065 -3.2662 -2.4243  -0.079
C 2.6957 -3.7218 -1.1397  -0.254
C 3.6968 -3.3368 -0.0636  -0.259
O 3.7106 -1.9901 0.2987  -0.064
H 2.9569 -2.2939 -2.4778  0.036
H 1.6960 -3.3001 -0.9935  0.098
H 2.4468 -4.7808 -1.0388  0.117
H 4.6730 -3.6360 -0.4598  0.126
H 3.5126 -3.9493 0.8229  0.108
H 4.2756 -1.5172 -0.3160  0.069

Cartesian forces (eV/Å) of the 6 atoms listed first:
0.6 1.5 -0.5
0.7 -0.5 1.1
-1.1 -0.2 -1.0
0.0 0.0 -0.3
0.1 0.0 0.5
-0.2 -0.3 -0.1

As for the energy relative to the best compared isomer or geometry (same formula, charge and spin): 0.883 eV. Its molar mass is 484.47 g mol⁻¹. The HOMO-LUMO gap comes out at 9.858 eV.

---

[2]
ORCA calculation (the ωB97M-V functional and the def2-TZVPD basis) on a 2-piece molecular cluster, C6H18N4 overall at a distorted geometry.

Each line ends with the Löwdin charge.
Positions of all 28 atoms, in Å:
C -0.1964 2.6408 -0.1439  -0.054
N -0.7640 1.5658 0.2309  -0.051
N -1.4847 0.7875 -0.5800  -0.293
C -1.9021 1.2456 -1.8892  -0.073
C -2.3910 -0.1048 0.1153  -0.067
H -0.2727 3.0915 -1.1303  0.055
H 0.4607 3.1132 0.5693  0.058
H -2.5468 2.1331 -1.8314  0.092
H -1.0266 1.4871 -2.4948  0.079
H -2.4461 0.4409 -2.3782  0.084
H -3.3742 0.3557 0.2696  0.086
H -2.5175 -1.0204 -0.4651  0.082
H -1.9423 -0.3667 1.0702  0.065
C 2.3877 -0.2210 0.3376  -0.100
C 1.6821 -1.5550 0.5126  -0.383
C 1.0901 -2.0494 -0.8016  -0.087
N 0.6462 -1.5234 1.8281  -0.093
N 0.4073 -0.3133 2.4428  -0.067
H 1.7254 0.5131 -0.1161  0.048
H 3.2670 -0.3379 -0.2955  0.075
H 2.7311 0.1711 1.2975  0.066
H 2.4174 -2.2930 0.8594  0.110
H 0.3579 -1.3307 -1.1710  0.059
H 1.8648 -2.1846 -1.5570  0.080
H 0.5770 -2.9988 -0.6523  0.075
H -0.0610 -1.6548 1.0754  0.054
H 0.1456 0.4644 1.8311  0.030
H 1.1652 -0.0560 3.0666  0.070

Cartesian forces (eV/Å) of the 6 atoms listed first:
0.0 0.1 -0.3
0.2 0.0 0.3
-0.2 -0.2 -0.4
0.2 0.1 0.2
0.1 -0.1 -0.1
-0.1 -0.1 -0.1

As for the energy relative to the best compared isomer or geometry (same formula, charge and spin): 3.420 eV. Its molar mass is 146.24 g mol⁻¹. The HOMO-LUMO gap comes out at 8.777 eV.

---

[3]
ORCA calculation (the ωB97M-V functional and the def2-TZVPD basis) on an isolated molecule of C21H25N3O2 at a distorted geometry.

Each line ends with the Löwdin charge.
Positions of all 51 atoms, in Å:
C -3.5505 0.6964 2.0638  -0.037
C -3.1696 0.3501 0.6486  -0.337
C -3.9558 -0.8511 0.1451  -0.052
N -1.7358 -0.0491 0.5800  0.012
N -1.4771 -1.3311 0.7601  0.159
N -0.1877 -1.4058 0.9361  -0.005
C 0.3861 -2.7321 1.1206  -0.356
C -0.0703 -3.5070 -0.0764  -0.036
C -0.1768 -3.3298 2.3788  -0.041
C 0.4242 -0.2052 0.7153  -0.077
C 1.8616 -0.0827 0.7508  -0.181
C 2.5181 -0.0087 2.0020  -0.040
C 3.9030 0.0290 2.0969  -0.078
C 4.6994 0.0181 0.9172  -0.059
C 4.0415 -0.0056 -0.3393  -0.066
C 2.6494 -0.0116 -0.4324  0.005
C -0.6040 0.6823 0.4360  -0.149
C -0.5268 2.0159 -0.0760  -0.028
H -4.5918 1.0105 2.0860  0.090
H -3.4407 -0.1830 2.7016  0.089
H -2.9203 1.4942 2.4508  0.082
H -3.1842 1.1948 -0.0267  0.143
H -5.0274 -0.6377 0.2778  0.091
H -3.7529 -1.0382 -0.9177  0.092
H -3.6937 -1.7510 0.7271  0.078
H 1.4605 -2.5964 1.1735  0.148
H 0.2458 -4.5427 -0.0048  0.089
H -1.1606 -3.4514 -0.1372  0.085
H 0.3381 -3.0682 -0.9886  0.099
H 0.1141 -4.3784 2.4443  0.090
H 0.1965 -2.8152 3.2652  0.083
H -1.2701 -3.2699 2.3815  0.083
H 1.8788 0.0095 2.9151  0.128
H 4.3921 0.0855 3.0869  0.110
H 5.7809 0.0540 0.9824  0.099
H 4.6660 0.0038 -1.2529  0.116
H 2.1327 0.0074 -1.4177  0.133
H 0.5001 2.3592 -0.0903  0.095
H -1.2541 2.6718 0.5017  0.129
C 1.3477 3.2803 -3.2213  -0.016
C 1.1765 2.1812 -4.0163  0.023
C 0.1909 1.1298 -3.6153  -0.514
O 0.3146 -0.0518 -4.0401  -0.100
C -0.7787 1.5103 -2.6422  -0.116
C -0.7064 2.6073 -1.7541  -0.199
C 0.5013 3.5323 -2.0345  -0.368
O 0.7568 4.4047 -1.2140  0.047
H 2.1025 4.0319 -3.4653  0.105
H 1.8700 1.9771 -4.8623  0.121
H -1.5787 0.7646 -2.4126  0.097
H -1.6353 3.2017 -1.5071  0.133

Cartesian forces (eV/Å) of the 6 atoms listed first:
0.2 0.2 0.2
0.8 -0.8 -0.7
-0.7 0.1 -0.2
0.1 -1.2 -0.2
0.2 0.6 1.5
-0.4 1.4 -0.7

As for the energy relative to the best compared isomer or geometry (same formula, charge and spin): 6.736 eV. Its molar mass is 351.45 g mol⁻¹. The HOMO-LUMO gap comes out at 5.659 eV.

---

[4]
ORCA calculation (the ωB97M-V functional and the def2-TZVPD basis) on C35H38N2PtS2SbTe as an isolated structure at a distorted geometry.

Each line ends with the Löwdin charge.
Positions of all 80 atoms, in Å:
Pt 0.6811 0.1045 -0.6701  0.505
S 3.7470 2.4690 5.7007  1.112
C 4.8207 3.7522 5.5149  -0.358
C 5.0270 4.0943 4.1881  -0.136
C 4.2931 3.3048 3.3079  -0.094
C 3.5232 2.3413 3.9478  -0.442
C 2.6482 1.3384 3.4171  -0.174
C 2.1969 1.3452 2.0677  -0.039
N 1.3761 0.4501 1.5710  -0.003
C 0.9062 -0.5514 2.3587  -0.167
C 1.2795 -0.6414 3.7266  -0.109
C 0.7516 -1.7071 4.5216  0.024
C -0.1135 -2.6128 4.0092  0.021
C -0.5317 -2.5448 2.6451  -0.105
C -1.4621 -3.4249 2.0921  0.101
C -1.8616 -3.3002 0.7572  -0.171
C -1.2469 -2.2609 0.0142  -0.084
N -0.3691 -1.4349 0.5237  -0.025
C 0.0070 -1.5181 1.8192  -0.159
C -2.8347 -4.1460 0.1369  -0.453
C -3.5614 -5.1892 0.6897  -0.078
C -4.4297 -5.7978 -0.2143  -0.131
C -4.3749 -5.2317 -1.4710  -0.365
S -3.2686 -3.9542 -1.5628  1.059
C 2.1629 0.3110 4.2339  0.061
H 5.2592 4.2150 6.3813  0.088
H 5.6826 4.8908 3.8861  0.119
H 4.3441 3.4198 2.2408  0.114
H 2.5150 2.1351 1.4014  0.125
H 1.0740 -1.7788 5.5479  0.135
H -0.5154 -3.3944 4.6355  0.135
H -1.8811 -4.1893 2.7260  0.138
H -1.5106 -2.1259 -1.0301  0.081
H -3.4778 -5.4997 1.7139  0.121
H -5.0835 -6.6162 0.0319  0.124
H -4.9395 -5.5097 -2.3425  0.084
H 2.4918 0.2402 5.2619  0.109
C 0.7465 4.2063 -2.0849  -0.137
C -0.0789 3.3729 -3.0418  -0.495
C -1.0879 4.1654 -3.8346  -0.109
Sb -1.0999 1.7610 -1.8228  1.553
C -2.5616 0.6587 -3.1137  -0.512
C -1.8930 0.2298 -4.4033  -0.130
C -3.7961 1.5073 -3.3310  -0.111
C -2.3088 2.6083 -0.1199  -0.495
C -3.1990 3.7378 -0.5746  -0.103
C -3.0586 1.4726 0.5459  -0.127
H 1.2605 4.9860 -2.6441  0.102
H 1.5079 3.6063 -1.5840  0.065
H 0.1288 4.6935 -1.3322  0.081
H 0.5744 2.8096 -3.7141  0.092
H -1.8191 4.6657 -3.2037  0.077
H -1.5957 3.5503 -4.5741  0.072
H -0.5566 4.9391 -4.3897  0.109
H -2.8154 -0.2279 -2.5265  0.077
H -1.5711 1.0777 -5.0043  0.081
H -2.6100 -0.3306 -5.0031  0.102
H -1.0370 -0.4232 -4.2147  0.036
H -3.5647 2.5151 -3.6684  0.075
H -4.4024 1.5562 -2.4298  0.071
H -4.4062 1.0483 -4.1070  0.105
H -1.5465 3.0021 0.5554  0.089
H -4.0083 3.4038 -1.2162  0.076
H -2.6371 4.5148 -1.0894  0.069
H -3.6458 4.1963 0.3090  0.111
H -3.6656 0.9120 -0.1626  0.074
H -3.7333 1.8871 1.2938  0.103
H -2.3799 0.7833 1.0504  0.062
Te 1.8700 -0.9933 -2.7818  1.181
C 3.1327 -2.3370 -1.7823  -0.605
C 3.3313 -2.2555 -0.4000  -0.150
C 4.2066 -3.1203 0.2201  -0.043
C 4.8725 -4.0944 -0.5216  -0.004
C 4.6824 -4.1723 -1.8973  -0.029
C 3.8219 -3.2976 -2.5294  -0.123
H 2.8088 -1.4924 0.1693  0.059
H 4.3835 -3.0403 1.2821  0.121
H 5.5360 -4.7897 -0.0298  0.129
H 5.2136 -4.9134 -2.4750  0.130
H 3.6754 -3.3611 -3.5976  0.107

Cartesian forces (eV/Å) of the 6 atoms listed first:
0.7 -1.8 0.1
-0.2 -0.1 -1.0
0.2 0.2 -0.7
0.1 0.1 0.9
-0.5 -0.6 0.2
0.5 0.6 0.8

As for the energy relative to the best compared isomer or geometry (same formula, charge and spin): 1.438 eV. Its molar mass is 995.27 g mol⁻¹. As for the net charge: +3. The HOMO-LUMO gap (spin up / spin down) comes out at 3.666 / 2.475 eV.